Below is C5H10N2S in the gas phase, with properties calculated with wB97M-V/def2-TZVPD.

Element x y z (Å)
H  -3.603  -0.794  0.441
N  -3.154  0.007  0.020
C  -1.884  -0.168  -0.093
N  -1.203  -1.292  0.323
C  -1.112  0.967  -0.672
C  0.181  1.322  -0.575
C  1.362  0.738  0.202
C  1.120  0.512  1.676
S  2.004  -0.817  -0.526
H  -1.787  -2.145  0.441
H  -0.291  -1.479  -0.144
H  -1.784  1.573  -1.173
H  0.454  2.223  -1.152
H  2.189  1.476  0.062
H  0.795  1.480  2.129
H  2.035  0.153  2.190
H  0.308  -0.244  1.816
H  2.126  -0.393  -1.828

Its orbital gap is 9.6 eV. As for the net charge: 0. The energy above the lowest of the compared OMol25 structures with the same formula, charge and spin is 97.10 kJ/mol. Its structure (SMILES) is [H]/N=C(N)/C=C\[C@@H](C)S.

For each atom in turn, the Löwdin charge in e is: number 1, H, carries 0.030; number 2, N, carries 0.109; number 3, C, carries -0.502; number 4, N, carries 0.089; number 5, C, carries -0.043; number 6, C, carries -0.114; number 7, C, carries -0.718; number 8, C, carries -0.151; number 9, S, carries 0.743; number 10, H, carries 0.115; number 11, H, carries 0.022; number 12, H, carries 0.076; number 13, H, carries 0.108; number 14, H, carries 0.097; number 15, H, carries 0.097; number 16, H, carries 0.078; number 17, H, carries 0.066; number 18, H, carries -0.104


Below is an isolated ion of composition C6H11N2 and charge +1, with properties calculated with wB97M-V/def2-TZVPD.

Element x y z (Å)
C  -2.710  -0.131  -0.381
C  0.315  0.340  -0.409
C  -0.774  0.981  0.449
C  -0.345  -0.462  0.703
C  2.597  -0.708  -0.035
C  1.786  0.617  -0.106
N  -2.106  1.003  -0.149
N  -2.092  -1.219  -0.015
H  -3.579  -0.101  -0.912
H  -0.011  0.218  -1.432
H  -0.334  1.729  1.185
H  -0.065  -0.843  1.715
H  2.214  -1.496  0.627
H  3.628  -0.685  0.129
H  2.647  -1.399  -1.059
H  2.255  1.365  -0.857
H  1.818  1.101  0.987
H  -2.681  1.778  -0.461
H  -2.561  -2.087  0.019

Its orbital gap is 9.9 eV. As for the net charge: +1. The energy above the lowest of the compared OMol25 structures with the same formula, charge and spin is 420.17 kJ/mol.

For each atom in turn, the Löwdin charge in e is: number 1, C, carries -0.166; number 2, C, carries -0.221; number 3, C, carries -0.173; number 4, C, carries 0.127; number 5, C, carries -0.116; number 6, C, carries -0.196; number 7, N, carries 0.097; number 8, N, carries 0.197; number 9, H, carries 0.136; number 10, H, carries 0.157; number 11, H, carries 0.180; number 12, H, carries 0.159; number 13, H, carries 0.061; number 14, H, carries 0.037; number 15, H, carries 0.143; number 16, H, carries 0.149; number 17, H, carries 0.152; number 18, H, carries 0.173; number 19, H, carries 0.106


Below is BaH12O6 as an isolated structure, with properties calculated with wB97M-V/def2-TZVPD.

Element x y z (Å)
Ba  -0.243  -0.265  -0.197
O  0.740  0.854  2.094
H  1.081  1.758  2.185
H  0.420  0.606  2.977
O  -0.970  -2.652  -1.472
H  -1.680  -2.507  -2.118
H  -0.633  -3.538  -1.673
O  1.478  -2.334  0.352
H  1.911  -3.023  -0.174
H  1.889  -2.403  1.229
O  -2.402  1.066  1.094
H  -2.155  1.711  1.773
H  -3.274  0.735  1.364
O  -0.857  1.994  -1.367
H  -0.525  2.202  -2.256
H  -1.661  2.531  -1.267
O  2.002  0.978  -0.611
H  2.815  0.484  -0.813
H  2.065  1.803  -1.121

Its orbital gap is 12.9 eV. As for the net charge: +2. The energy above the lowest of the compared OMol25 structures with the same formula, charge and spin is 0.72 kJ/mol.

For each atom in turn, the Löwdin charge in e is: number 1, Ba, carries 2.190; number 2, O, carries -0.183; number 3, H, carries 0.082; number 4, H, carries 0.080; number 5, O, carries -0.181; number 6, H, carries 0.070; number 7, H, carries 0.079; number 8, O, carries -0.183; number 9, H, carries 0.080; number 10, H, carries 0.080; number 11, O, carries -0.159; number 12, H, carries 0.068; number 13, H, carries 0.084; number 14, O, carries -0.224; number 15, H, carries 0.082; number 16, H, carries 0.084; number 17, O, carries -0.217; number 18, H, carries 0.087; number 19, H, carries 0.081